# C46H95BrI3N4O8

A 4-piece molecular cluster, C46H95BrI3N4O8 overall at a distorted geometry (wB97M-V/def2-TZVPD, the OMol25 dataset).

The geometry in XYZ format:
```
157
Properties=species:S:1:pos:R:3:forces:R:3
C -5.6771 0.0526 -0.7299 0.281 0.001 -0.239
C -5.1098 -1.3675 -0.8809 -0.330 0.538 0.864
C -4.2458 -1.7257 0.3457 -0.457 -0.277 -0.541
C -3.1999 -2.8068 0.1014 0.053 0.273 0.243
C -1.9122 -2.3947 -0.6097 0.025 -0.219 0.193
C -1.1170 -1.2877 0.0949 -0.166 -0.178 -0.396
C -0.1785 -0.5087 -0.8485 -0.149 0.364 0.473
C -0.8809 0.7449 -1.3724 -0.576 -0.132 0.391
C -2.3191 0.5712 -1.8358 0.148 -0.023 0.491
N -0.0599 1.4811 -2.4406 0.158 -1.064 -0.177
C -0.5177 1.2083 -3.8128 -0.434 0.664 -0.988
I -0.3616 -0.7737 -4.5239 -0.024 0.392 0.139
C -0.9729 2.1601 -4.6449 0.257 -0.356 0.789
C -1.4045 1.9606 -6.0662 -0.052 0.468 0.253
I -1.1205 4.1630 -4.0062 -0.016 -0.173 0.021
C 1.4086 1.1865 -2.3753 0.870 0.416 0.429
C 1.9968 0.8952 -1.0018 -0.244 0.113 0.805
C 2.5048 2.1431 -0.2666 0.001 0.221 -0.743
C 1.5442 3.3277 -0.1257 0.503 0.261 -0.008
C 1.6292 4.3796 -1.2582 -0.486 0.338 0.716
C 2.0796 5.7781 -0.7845 0.223 -0.137 -0.516
C 3.4916 6.1431 -1.2724 -0.731 0.752 0.181
C 3.4586 6.8975 -2.6095 0.561 -0.648 -0.532
C 4.7058 6.5657 -3.4689 -0.773 0.145 0.611
C 4.3755 5.3882 -4.3556 0.288 0.598 0.137
O 5.5041 4.9703 -5.1447 -0.242 -0.885 0.348
C 6.1487 3.9019 -4.5464 0.991 0.574 1.124
C 5.9530 2.5998 -5.2755 0.044 0.585 -0.093
O 6.7988 4.0264 -3.5227 -1.157 -0.210 -1.516
C 1.1514 -0.1033 -0.1508 0.068 -0.505 -0.720
Br 0.6576 0.6515 1.6137 -0.041 0.078 0.053
C 2.0057 -1.3468 0.1756 0.011 0.491 0.767
I 2.4137 -2.4875 -1.6038 0.098 -0.070 -0.071
C 3.3117 -1.0566 0.9171 0.422 -1.004 -0.282
C 4.0741 -2.3556 1.2685 -0.562 0.236 -0.143
H -6.5897 0.0338 -0.1455 -0.197 0.059 0.045
H -4.9906 0.7174 -0.2064 0.131 0.060 0.045
H -5.8749 0.5115 -1.6946 -0.261 0.038 -0.116
H -4.5936 -1.4924 -1.8287 0.206 -0.053 -0.088
H -5.9856 -2.0088 -0.8571 0.100 -0.475 -0.384
H -4.9249 -2.1180 1.0988 -0.113 0.114 0.213
H -3.8503 -0.8009 0.7608 0.386 -0.017 0.135
H -2.9328 -3.2382 1.0662 0.113 -0.083 0.112
H -3.6711 -3.6069 -0.4658 -0.034 -0.171 -0.079
H -1.2688 -3.2739 -0.5959 0.104 -0.143 -0.277
H -2.0937 -2.1880 -1.6619 -0.106 0.209 -0.113
H -0.5252 -1.7831 0.8543 0.105 0.053 0.230
H -1.7559 -0.5970 0.6349 -0.153 0.095 0.039
H 0.0252 -1.1799 -1.6766 0.351 0.050 -0.150
H -0.9509 1.4285 -0.5277 0.369 0.311 -0.005
H -2.4724 -0.3079 -2.4431 -0.064 0.046 -0.391
H -2.6950 1.4755 -2.3040 -0.052 0.045 -0.218
H -2.9072 0.4323 -0.9371 -0.186 -0.068 0.100
H -0.1712 2.4773 -2.2297 -0.127 0.142 -0.331
H -1.9607 2.8290 -6.3983 -0.068 0.082 -0.088
H -0.5200 1.8914 -6.6936 0.043 -0.289 -0.186
H -2.0586 1.1050 -6.1707 0.111 -0.350 -0.080
H 1.6659 0.3696 -3.0368 -0.450 -0.230 -0.109
H 1.9106 2.0700 -2.7586 -0.046 0.111 -0.252
H 2.9027 0.3491 -1.2430 0.125 -0.149 -0.160
H 2.9385 1.8568 0.6813 -0.080 -0.135 0.231
H 3.3469 2.5009 -0.8637 0.167 0.055 -0.002
H 1.8183 3.8391 0.7922 -0.084 0.010 0.239
H 0.5104 3.0237 0.0259 -0.084 -0.189 0.025
H 2.3016 4.0696 -2.0546 -0.059 -0.161 -0.242
H 0.6247 4.5113 -1.6506 -0.004 -0.144 -0.376
H 1.9794 5.8754 0.2923 0.070 -0.130 0.182
H 1.4013 6.5133 -1.2109 -0.131 0.200 0.055
H 4.1256 5.2648 -1.3545 0.140 -0.172 0.147
H 3.9129 6.8327 -0.5466 0.434 -0.166 0.169
H 2.5817 6.5996 -3.1906 -0.230 0.046 0.026
H 3.3774 7.9656 -2.4438 -0.056 0.160 0.080
H 5.5067 6.3041 -2.7871 0.418 0.060 -0.130
H 4.9926 7.4116 -4.0817 0.200 0.099 -0.131
H 3.9974 4.5576 -3.7548 0.054 -0.190 0.066
H 3.5779 5.6796 -5.0329 0.007 -0.070 -0.336
H 6.8851 2.0510 -5.2618 0.014 -0.311 0.052
H 5.1604 2.0550 -4.7684 0.047 -0.224 0.176
H 5.6112 2.7890 -6.2852 0.106 -0.012 -0.207
H 1.4245 -1.9948 0.8212 -0.126 -0.306 -0.148
H 3.1013 -0.5663 1.8592 -0.236 0.408 -0.040
H 3.9581 -0.4437 0.2967 0.106 0.351 0.121
H 3.3688 -3.1804 1.3331 -0.037 -0.201 0.083
H 4.5517 -2.2722 2.2370 0.268 0.064 0.035
H 4.7959 -2.6068 0.5026 0.226 -0.089 -0.021
C -7.5868 -5.1994 5.8065 0.042 -0.092 -0.083
O -8.2162 -5.9824 4.8115 0.035 0.164 0.090
C -9.6291 -5.8207 4.7451 -0.087 -0.242 -0.100
C -10.0329 -5.1382 3.4568 0.155 0.163 0.002
N -9.6140 -3.7417 3.4476 -0.003 -0.118 -0.120
C -9.7674 -3.0702 2.1616 0.076 0.092 0.188
C -8.9345 -3.5727 0.9871 -0.166 0.148 -0.204
O -7.5394 -3.3564 1.1299 0.036 -0.136 0.003
C -6.8441 -4.3638 1.8444 0.162 0.224 -0.031
H -6.5425 -5.5054 5.8492 -0.002 -0.022 -0.026
H -7.6251 -4.1302 5.5697 -0.047 0.026 0.108
H -8.0386 -5.3674 6.7887 -0.012 0.060 0.018
H -10.0046 -5.2718 5.6127 0.047 0.085 -0.011
H -10.0703 -6.8208 4.7637 -0.001 0.005 0.028
H -11.1207 -5.1828 3.3548 -0.011 0.010 -0.024
H -9.5917 -5.7110 2.6296 -0.089 -0.100 0.002
H -8.6438 -3.6891 3.7268 0.016 0.015 0.050
H -9.5157 -2.0178 2.3163 -0.024 0.012 -0.045
H -10.8233 -3.1021 1.8767 -0.010 -0.047 -0.020
H -9.2344 -2.9952 0.1084 0.025 0.004 -0.004
H -9.1342 -4.6232 0.7480 0.052 -0.047 0.116
H -7.2913 -5.3505 1.7078 -0.065 0.002 0.043
H -6.7919 -4.1277 2.9104 -0.030 -0.156 0.042
H -5.8215 -4.3935 1.4633 -0.016 -0.003 -0.036
C -5.8675 -6.5578 10.1031 -0.086 0.069 0.062
O -6.0303 -5.6279 11.1555 0.103 -0.068 -0.161
C -4.8818 -5.4719 11.9816 -0.103 0.079 0.243
C -4.2792 -4.0938 11.8155 -0.025 0.013 -0.222
N -3.6724 -3.9393 10.4990 -0.064 0.082 0.087
C -3.2622 -2.5766 10.1751 0.031 -0.160 -0.120
C -4.3455 -1.5085 10.0630 0.155 0.192 0.025
O -5.2280 -1.6919 8.9714 -0.086 -0.061 0.076
C -6.3369 -2.5362 9.2245 0.033 0.065 -0.245
H -6.8396 -6.6887 9.6303 -0.015 0.025 0.020
H -5.1572 -6.2017 9.3482 0.054 -0.076 0.009
H -5.5309 -7.5278 10.4802 0.037 -0.017 -0.034
H -4.1413 -6.2499 11.7772 0.023 0.020 -0.091
H -5.2109 -5.5855 13.0181 0.006 -0.028 -0.004
H -3.5114 -3.9463 12.5802 0.012 0.025 0.000
H -5.0787 -3.3619 11.9929 0.000 -0.012 0.134
H -4.3302 -4.2536 9.7985 -0.010 -0.033 -0.027
H -2.7422 -2.6184 9.2146 0.019 0.048 0.008
H -2.5271 -2.2494 10.9170 -0.026 0.008 0.045
H -3.8419 -0.5553 9.8811 -0.014 0.002 -0.016
H -4.9107 -1.3865 10.9942 -0.045 -0.111 0.000
H -6.6692 -2.4730 10.2630 0.040 -0.063 0.040
H -6.1092 -3.5760 8.9724 -0.073 -0.057 0.146
H -7.1552 -2.2116 8.5809 0.024 0.046 -0.004
C 13.1918 2.3800 -9.3131 -0.096 -0.042 -0.055
O 11.9604 1.7309 -9.0550 0.136 0.130 0.042
C 11.8306 1.2278 -7.7321 -0.174 -0.208 -0.036
C 10.7703 1.9892 -6.9658 0.054 0.210 -0.059
N 11.2000 3.3503 -6.6764 -0.145 -0.080 -0.045
C 10.1552 4.2127 -6.1337 0.195 0.035 -0.015
C 8.9553 4.5298 -7.0207 -0.175 0.102 0.239
O 9.2576 5.3261 -8.1474 -0.003 -0.117 -0.081
C 9.6991 4.6236 -9.2955 -0.003 0.194 -0.009
H 13.2267 2.6004 -10.3783 -0.037 -0.010 -0.006
H 13.2822 3.3205 -8.7593 0.076 -0.026 0.042
H 14.0383 1.7347 -9.0627 0.032 0.027 0.025
H 12.7875 1.2529 -7.2039 0.015 0.096 0.006
H 11.5190 0.1822 -7.8127 0.030 -0.006 0.008
H 10.5739 1.4721 -6.0214 -0.018 0.011 0.016
H 9.8493 1.9617 -7.5659 -0.030 -0.127 0.026
H 11.5576 3.7688 -7.5246 0.046 0.008 -0.017
H 10.6261 5.1623 -5.8697 -0.044 0.017 0.031
H 9.7916 3.7717 -5.1992 -0.030 -0.025 -0.011
H 8.2602 5.1238 -6.4189 0.003 0.015 -0.015
H 8.4088 3.6263 -7.3238 0.106 -0.049 -0.088
H 9.2441 3.6322 -9.3652 0.038 -0.046 0.032
H 10.7877 4.5262 -9.3154 -0.003 -0.124 -0.016
H 9.4033 5.2033 -10.1698 -0.023 0.017 0.022
```
Positions in Å, forces in eV/Å.

Multiplicity: 1
Max |F| in eV/A: 1.9
Net charge: +1
HOMO-LUMO gap in Eh: 0.2386
Energy relative to the best compared isomer or geometry (same formula, charge and spin) in kJ/mol: 0.00
HOMO energy in hartree: -0.3586